Entry 1:
Here is C6H11N3 as an isolated structure from the Open Molecules 2025 dataset. Energies are from wB97M-V/def2-TZVPD.

```
20
Properties=species:S:1:pos:R:3:nbo_charge:R:1
C -1.82 1.69 -0.03 -0.625
C -0.79 0.60 -0.38 -0.353
C 0.58 0.73 0.53 -0.045
C 1.92 1.14 -0.04 -0.461
C 2.28 -0.41 -0.35 -0.217
C -1.06 -0.83 -0.19 0.419
H -2.85 1.25 -0.36 0.210
H -1.66 2.81 -0.87 0.207
H -2.11 2.44 1.07 0.259
H -0.34 0.71 -1.35 0.235
H 0.55 1.30 1.43 0.209
H 2.33 2.14 0.54 0.235
H 1.83 1.70 -1.02 0.203
H 3.26 -0.86 -0.15 0.215
H 1.71 -0.60 -1.17 0.204
H -0.05 -2.78 -0.19 0.432
H -3.03 -0.70 -0.08 0.343
N 1.14 -0.72 0.62 -0.240
N 0.15 -1.55 -0.12 -0.545
N -2.20 -1.29 0.21 -0.684
```

Energy above the lowest of the compared OMol25 structures with the same formula, charge and spin (kJ/mol): 738.4
Charge: 0
Largest force on an atom (eV Å⁻¹): 5.58
Highest occupied orbital energy (eV): -8.3248
E_LUMO (Ha): 0.0322

---

Entry 2:
Here is C5H8N2O as an isolated structure from the Open Molecules 2025 dataset. Energies are from wB97M-V/def2-TZVPD.

```
16
Properties=species:S:1:pos:R:3:nbo_charge:R:1
C -2.64 0.60 0.62 -0.274
C -0.37 -0.10 0.32 0.627
C 1.32 0.59 -0.89 -0.140
C 2.11 0.08 0.29 -0.435
C 1.58 -0.94 -0.43 -0.116
H -3.46 0.20 1.15 0.198
H -2.90 0.35 -0.48 0.197
H -2.31 1.82 0.72 0.242
H 1.86 1.08 -1.64 0.214
H 1.23 0.57 1.11 0.248
H 3.20 0.27 0.26 0.230
H 1.79 -1.87 -0.98 0.245
H -0.32 -2.04 -0.74 0.380
N -0.02 1.03 -0.31 -0.524
N 0.37 -1.28 0.04 -0.588
O -1.44 -0.38 0.97 -0.503
```

Energy above the lowest of the compared OMol25 structures with the same formula, charge and spin (kJ/mol): 649.0
Charge: 0
Largest force on an atom (eV Å⁻¹): 7.98
Highest occupied orbital energy (eV): -8.4907
E_LUMO (Ha): 0.0218

---

Entry 3:
Here is one molecule with the formula C3H3Br from the Open Molecules 2025 dataset. Energies are from wB97M-V/def2-TZVPD.

```
7
Properties=species:S:1:pos:R:3:nbo_charge:R:1
C 0.19 0.41 -0.04 -0.376
C -0.97 1.34 -0.45 -0.056
C 0.68 -0.89 0.02 -0.321
Br -2.62 0.79 0.15 0.121
H 0.92 1.14 0.31 0.223
H 1.67 -1.07 0.40 0.210
H 0.13 -1.72 -0.38 0.199
```

Energy above the lowest of the compared OMol25 structures with the same formula, charge and spin (kJ/mol): 241.6
Charge: 0
Largest force on an atom (eV Å⁻¹): 3.56
Highest occupied orbital energy (eV): -8.8936
E_LUMO (Ha): -0.0436

---

Entry 4:
Here is C2H3EuF4NO5S2 as an isolated structure from the Open Molecules 2025 dataset. Energies are from wB97M-V/def2-TZVPD.

```
18
Properties=species:S:1:pos:R:3:mulliken_spin:R:1
N -0.57 -1.51 -1.36 -0.002
S 0.70 -0.51 -1.69 -0.001
O 1.37 -0.35 -0.06 -0.001
O 1.66 -1.31 -2.46 0.000
S -1.88 -0.95 -0.70 -0.003
O -1.67 0.42 -0.14 -0.011
O -3.04 -1.26 -1.52 -0.005
C -2.20 -1.91 0.87 0.000
F -3.11 -1.29 1.59 0.000
F -2.64 -3.12 0.58 0.000
F -1.08 -2.01 1.56 0.000
Eu -0.60 2.06 0.85 6.065
F 0.09 3.43 2.27 -0.036
C 2.67 1.68 0.02 0.000
O 1.41 1.07 0.32 -0.006
H 3.45 0.91 0.07 -0.001
H 2.66 2.14 -0.97 0.000
H 2.78 2.49 0.76 0.000
```

Charge: +1
2S+1: 7
Largest force on an atom (eV Å⁻¹): 4.43
Highest occupied orbital energy (alpha / beta) (eV): -13.8136 / -13.8195
E_LUMO (alpha / beta) (Ha): -0.3057 / -0.2246